DFT (ωB97M-V/def2-TZVPD) results for a molecular structure, C33H40BiN2O4PS4 at a distorted geometry.

Highest occupied orbital energy ... -6.4 eV
Total energy ... -104513.3053 eV

Geometry as XYZ:
```
85
Properties=species:S:1:pos:R:3:forces:R:3:lowdin_charge:R:1
Bi 7.971 -18.566 0.369 0.492 0.182 1.027 1.425
S 5.709 -17.763 -0.690 -0.010 -0.564 -0.403 0.485
C 5.696 -18.791 -2.164 -0.095 0.406 1.366 -0.648
C 4.986 -18.243 -3.220 0.393 0.071 -0.447 -0.144
C 4.911 -18.913 -4.438 -0.075 0.373 0.735 -0.078
C 5.519 -20.150 -4.555 0.215 -0.050 -1.244 -0.089
C 6.251 -20.674 -3.513 0.129 -1.567 0.590 -0.114
C 6.291 -20.061 -2.282 -0.626 1.393 -0.623 -0.590
S 7.095 -20.916 -1.005 0.311 -0.001 0.776 0.908
C 5.688 -21.629 -0.096 -0.510 0.835 1.242 -0.351
C 6.251 -22.292 1.122 0.558 -1.653 0.172 -0.341
C 6.652 -23.649 1.054 -0.322 1.125 0.825 -0.024
C 7.324 -24.185 2.137 -0.329 -0.833 1.659 -0.060
C 7.503 -23.431 3.298 0.211 1.175 -1.621 0.003
C 7.027 -22.100 3.237 1.692 -1.053 2.252 -0.358
C 7.303 -21.170 4.393 1.272 -0.900 0.505 -0.410
S 7.607 -19.550 3.785 -0.862 2.027 -0.343 0.840
C 9.084 -18.943 4.505 1.774 -0.033 -0.771 -0.583
C 9.104 -18.323 5.739 0.261 0.858 -0.331 -0.114
C 10.280 -17.690 6.178 -0.177 -0.929 0.163 -0.118
C 11.473 -17.786 5.486 -0.341 -0.390 -1.409 -0.103
C 11.444 -18.285 4.166 0.034 -0.447 0.193 -0.124
C 10.274 -18.914 3.650 -0.729 0.705 1.590 -0.760
S 10.203 -19.662 2.111 0.759 -0.347 -1.431 0.415
N 6.434 -21.552 2.230 -1.003 -0.034 -2.572 0.120
H 4.599 -17.239 -3.057 -0.148 -0.274 -0.298 0.097
H 4.403 -18.418 -5.252 -0.087 -0.258 -0.213 0.106
H 5.486 -20.671 -5.509 0.004 0.013 0.166 0.106
H 6.756 -21.659 -3.499 -0.425 0.607 -0.775 0.114
H 5.183 -22.311 -0.743 -0.179 -0.587 -0.486 0.081
H 4.942 -20.906 0.281 0.560 0.229 -0.581 0.106
H 6.374 -24.306 0.263 0.007 0.015 -0.787 0.104
H 7.573 -25.255 2.209 0.144 0.568 -0.528 0.116
H 8.199 -23.709 4.082 -0.494 -0.261 0.151 0.114
H 8.188 -21.459 4.992 -0.427 -0.179 -0.439 0.103
H 6.482 -21.145 5.071 -0.812 -0.047 0.499 0.069
H 8.157 -18.231 6.271 0.357 -0.036 0.132 0.102
H 10.303 -17.184 7.104 -0.197 0.338 1.041 0.077
H 12.431 -17.510 5.933 -0.419 0.357 -0.192 0.101
H 12.373 -18.224 3.562 -0.815 -0.312 0.316 0.096
C 13.243 -17.357 -2.593 0.900 1.402 -0.733 -0.032
C 12.638 -17.218 -1.209 -0.008 -1.124 -0.125 -0.587
C 13.373 -18.121 -0.206 1.683 0.156 -0.332 -0.019
C 12.393 -15.828 -0.709 -0.944 0.052 0.657 -0.032
O 11.328 -17.915 -1.333 0.281 0.230 -0.060 -0.159
P 9.889 -17.357 -1.458 -2.327 -1.907 1.875 0.323
O 9.325 -16.680 -0.166 0.543 -0.862 -1.757 -0.451
O 9.001 -18.713 -1.601 1.097 2.371 0.280 -0.520
O 9.886 -16.426 -2.694 0.669 0.092 -0.190 -0.152
C 8.884 -15.950 -3.659 -1.217 -2.016 0.950 -0.602
C 7.753 -15.313 -2.871 0.058 -0.423 0.807 -0.022
C 8.396 -17.191 -4.444 -0.676 -0.581 0.266 -0.007
C 9.639 -15.057 -4.547 0.499 0.784 -1.058 -0.037
H 14.236 -16.779 -2.610 -1.137 -1.176 0.006 0.117
H 12.615 -16.843 -3.371 0.363 -0.567 0.748 0.087
H 13.351 -18.433 -2.843 0.149 0.812 0.039 0.094
H 14.323 -17.756 0.263 -0.639 0.384 -0.919 0.104
H 13.660 -19.047 -0.720 -0.292 0.055 0.244 0.088
H 12.787 -18.347 0.644 -1.123 -0.366 0.688 0.039
H 13.315 -15.365 -0.371 0.031 0.106 -0.029 0.093
H 11.692 -15.969 0.149 0.635 0.527 -0.360 0.097
H 11.878 -15.200 -1.454 0.320 -0.163 0.182 0.088
H 7.284 -16.030 -2.172 0.316 0.071 -0.348 0.042
H 6.951 -14.995 -3.523 -0.036 0.409 -0.269 0.089
H 8.136 -14.510 -2.235 -0.127 0.178 -0.262 0.093
H 8.467 -18.169 -3.867 -0.327 1.421 -0.474 0.095
H 9.004 -17.319 -5.342 -0.097 -0.022 -0.023 0.076
H 7.335 -17.004 -4.746 0.827 -0.400 0.141 0.092
H 10.127 -14.267 -3.966 -0.009 -0.073 -0.253 0.097
H 8.948 -14.597 -5.289 0.517 -0.297 0.394 0.113
H 10.382 -15.694 -5.070 -0.220 0.754 0.163 0.099
C 8.746 -12.041 0.993 0.168 -0.982 0.842 -0.044
C 8.103 -13.376 1.460 0.647 0.142 0.248 -0.241
C 8.808 -14.305 2.269 0.489 1.143 0.005 -0.035
C 8.230 -15.528 2.499 0.109 -1.005 0.115 -0.172
N 7.010 -15.872 2.065 0.151 -0.486 -0.204 0.032
C 6.293 -14.980 1.380 0.468 0.211 0.675 -0.169
C 6.806 -13.726 1.074 0.277 1.033 -0.722 -0.041
H 8.783 -11.332 1.828 0.101 -0.164 -0.017 0.076
H 8.171 -11.543 0.214 0.066 -0.285 -0.170 0.065
H 9.794 -12.243 0.677 -0.770 0.261 0.043 0.084
H 9.797 -14.110 2.767 -0.984 0.014 -0.943 0.132
H 8.827 -16.323 3.007 -0.662 0.641 -0.209 0.115
H 5.278 -15.273 1.143 0.043 0.031 -0.255 0.092
H 6.264 -12.958 0.479 0.099 -0.901 0.439 0.118
```
Positions in Å, forces in eV/Å.

DFT (ωB97M-V/def2-TZVPD) results for 2 unconnected molecules or ions with the total composition C6H9FO2 at a distorted geometry.

2S+1 ... 3
Highest occupied orbital energy (spin up / spin down) ... -6.2 / -10.1 eV
Total energy ... -13172.7568 eV

Geometry as XYZ:
```
18
Properties=species:S:1:pos:R:3:forces:R:3:mulliken_spin:R:1
C 1.764 -2.556 -0.487 0.237 -0.042 0.046 0.425
C 0.808 -1.803 -0.471 -0.894 0.144 0.674 -0.012
C -1.995 0.268 -1.010 1.439 2.583 -1.687 0.033
C 0.301 -0.634 2.077 0.315 -2.054 1.968 -0.005
C 1.332 1.278 -0.933 1.464 -0.593 -2.670 0.859
C -0.315 -0.999 -0.204 1.744 -2.262 -0.508 0.446
O -1.344 -0.970 -1.047 -0.400 -0.543 -0.387 0.050
O -0.605 -0.525 1.008 0.504 0.182 0.648 0.099
F 2.503 0.622 -0.715 -0.818 0.331 -0.001 0.070
H 2.612 -3.217 -0.451 -0.384 0.341 -0.204 -0.008
H -1.145 1.061 -1.223 -1.919 -1.082 0.290 -0.012
H -2.395 0.507 -0.043 -0.491 -0.054 0.333 0.002
H -2.742 0.325 -1.829 0.446 -0.226 0.681 0.001
H 0.347 -1.633 2.662 -1.307 1.135 -1.027 0.009
H 0.013 0.154 2.719 -0.381 0.588 1.012 -0.001
H 1.368 -0.575 2.013 0.765 0.770 -1.781 0.002
H 1.157 1.497 -2.013 -0.003 -0.811 0.701 0.017
H 1.229 2.127 -0.362 -0.316 1.592 1.910 0.027
```
Positions in Å, forces in eV/Å.

Relative energy (zero: lowest compared OMol25 entry of this formula, charge and spin) readings, ordered: 186.1; 210.8 kJ/mol